Computed, not measured: a single C4H9NO2S molecule in a non-equilibrium geometry, with ωB97M-V with the def2-TZVPD basis set.

Last column: Löwdin charge in e.
CARTESIAN COORDINATES (ANGSTROEM)
N -0.7475 -0.2620 -0.1259  0.04
C -0.2642 0.5625 0.6731  -0.52
H -1.2290 0.1069 2.5521  0.08
S 1.8174 1.2099 -0.7865  0.94
O 0.3137 1.5969 -0.0052  -0.29
C -1.5562 -1.4102 0.2048  -0.14
H -2.4915 -1.3060 -0.4142  0.08
H -1.7866 -1.7372 1.2735  0.08
H 0.3998 0.4644 -2.9611  0.08
C -0.4228 0.7491 2.1511  0.02
H 2.1522 0.3758 -3.0233  0.03
C 1.3261 0.2378 -2.3355  -0.21
O 2.4961 0.2173 0.0051  -0.47
H -1.0799 -2.4113 -0.2358  0.11
H 0.5162 0.5741 2.5600  0.07
H -0.8015 1.7598 2.3087  0.09
H 1.3578 -0.7278 -1.8408  0.02

Cartesian forces, eV/Å:
N -0.60 -1.97 0.15
C -1.60 -0.04 -0.60
H 0.76 -0.07 -0.20
S -1.67 1.75 -1.32
O 2.47 0.81 -0.17
C -0.07 -2.67 -0.77
H 0.66 -0.14 0.95
H 0.24 1.08 -1.03
H 0.94 -0.16 1.57
C -2.25 0.05 -1.25
H 0.52 -0.04 0.17
C -0.87 0.58 0.34
O 0.41 -0.99 0.64
H -0.66 2.21 0.71
H 1.54 -0.13 1.32
H 0.52 0.16 0.12
H -0.35 -0.44 -0.64

Summary:
Molar mass in g mol⁻¹: 135.2
Highest occupied orbital energy in Ha: -0.3445
Relative energy (zero: lowest compared OMol25 entry of this formula, charge and spin) in kJ/mol: 292.0
LUMO level in Eh: 0.03329
Calculated total energy in eV: -20712.0066